ORCA calculation (wB97M-V/def2-TZVPD) on C44H56F2O5PSSeSn as an isolated structure in a non-equilibrium geometry.

Output
DFT total energy: -153512.3684 eV
E_LUMO: 2.32 eV
Energy above the lowest of the compared OMol25 structures with the same formula, charge and spin: 48.8 kcal per mole
Total charge: -1

Each line ends with the Mulliken charge.
Cartesian coordinates (Å):
Sn 12.6926 14.6021 12.1025  1.8512
Se 14.4302 15.0926 10.0000  -0.1664
S 12.1486 12.6108 10.7986  -0.5373
P 12.0082 20.2732 15.4973  -0.0170
F 14.2547 15.5632 14.1235  -0.2082
F 14.4475 13.3390 14.2065  -0.2128
O 10.6810 15.3804 10.8831  -0.8212
O 17.2365 10.9155 14.3445  -0.5116
O 11.1901 18.6203 12.2874  -0.6267
O 16.5721 8.7793 14.4491  -0.5937
O 12.3491 16.7217 12.3250  -0.2424
C 11.3699 17.4661 11.9418  -0.7449
C 13.2570 15.9167 7.0724  -1.4560
C 13.8750 19.1929 9.7791  -0.3153
C 11.2859 14.2752 13.7804  0.1234
C 15.0611 17.7880 11.4803  -1.0079
C 8.4596 13.8468 17.3602  -0.5868
C 14.7660 11.7700 11.0678  -0.5945
C 8.6463 14.6727 18.4380  -0.6488
C 15.7796 11.0895 11.7818  -0.7626
C 13.4191 11.6615 11.5014  0.3570
C 13.0189 22.7834 16.5118  -1.3861
C 10.9319 12.8570 14.0728  0.3290
C 11.5893 21.4719 18.0937  -1.4364
C 14.2483 17.9459 10.2581  0.3061
C 10.3227 16.7482 11.0820  1.7239
C 12.9041 20.7328 8.0089  -1.7441
C 11.0410 21.3938 14.3113  1.2508
C 14.0987 18.5072 15.0490  -1.6093
C 10.2447 14.8269 16.0191  0.0540
C 9.9237 12.2071 13.3558  -0.2125
C 14.4591 14.4315 13.3836  -0.1205
C 13.6111 19.8720 14.5096  2.3952
C 13.1884 18.2758 7.6729  -0.6173
C 13.9892 16.8653 9.3754  1.2253
C 14.7930 20.8923 14.3530  -1.7985
C 10.4250 15.6839 17.0772  -0.5829
C 11.0152 15.1101 14.7794  -0.8189
C 11.2878 10.7833 15.3079  -1.2123
C 11.6381 12.0884 14.9780  0.4234
C 10.1544 10.2670 14.8157  -0.6639
C 9.4222 10.9978 13.8301  -0.7461
C 13.1347 10.7054 12.4329  -0.0521
C 13.5184 17.0240 8.0748  0.1657
C 13.3918 19.3807 8.4767  0.0968
C 15.4811 10.2169 12.8678  0.0480
C 14.1069 9.9648 13.0955  -1.0188
C 10.2204 17.3393 9.6876  -1.0507
C 9.6337 15.6513 18.2282  -0.5926
C 16.4690 9.8687 13.9279  0.5220
C 8.9702 16.7031 11.8317  -2.0876
C 12.6152 21.3793 16.9049  0.6326
C 9.8630 22.1499 14.9445  -1.8340
C 9.2235 13.9297 16.1747  0.1716
C 11.8366 22.2144 13.3303  -1.2623
H 13.5701 21.5384 8.3090  0.3877
H 12.9800 16.4008 6.0858  0.3666
H 12.1095 23.4103 16.3088  0.1229
H 13.7986 9.3343 13.9001  0.4389
H 11.1182 17.0605 9.0683  -0.0973
H 9.1760 22.3923 14.1526  0.5010
H 7.7626 12.9585 17.4708  0.2505
H 13.6919 22.8222 15.6135  0.1710
H 12.7509 20.7780 6.9209  0.3739
H 12.1375 10.3417 12.7123  0.4561
H 14.3672 21.8436 14.0500  0.3374
H 16.8022 11.2851 11.4990  0.5103
H 8.4968 10.6283 13.4101  0.3812
H 15.4413 14.4998 12.9292  0.3654
H 11.3121 15.1844 10.1633  0.1706
H 11.9127 20.8984 8.4055  0.2924
H 12.4955 15.2401 7.4435  0.2481
H 10.7274 21.9436 17.7242  0.3365
H 13.2494 19.6250 13.4817  -1.0889
H 15.0397 12.2532 10.1737  0.7219
H 11.1264 22.7330 12.7029  0.5813
H 9.1555 16.4202 12.8624  0.3497
H 11.2324 16.1624 14.6840  0.9232
H 9.3403 21.5977 15.7352  0.3911
H 8.5449 17.6685 11.7388  0.3621
H 10.6357 20.5712 13.7530  0.0783
H 10.2015 23.0491 15.4299  0.3037
H 16.8508 11.7025 13.8981  0.3794
H 11.8925 10.3059 15.9999  0.6131
H 11.2038 16.4049 17.0219  0.5935
H 12.4317 21.5773 12.6690  -0.0143
H 16.1324 17.7471 11.1030  0.2736
H 15.5490 20.4832 13.6364  0.4074
H 8.3384 16.0040 11.3646  0.5587
H 8.8070 13.3553 15.3400  0.2787
H 13.8344 18.3535 16.0952  0.3528
H 11.9371 22.1682 18.9067  0.3665
H 10.1382 18.4337 9.7471  0.2377
H 12.4644 12.5775 15.4438  0.4629
H 12.4468 23.0334 13.7680  0.1538
H 13.5565 23.2553 17.3443  0.4967
H 13.5195 17.6714 14.5970  0.1261
H 14.1796 15.2974 6.9009  0.3080
H 15.2629 21.1119 15.2944  0.4006
H 9.7286 9.4013 15.2634  0.4403
H 9.4477 12.6988 12.5425  0.4062
H 15.0845 18.3499 14.7445  0.5286
H 9.6882 16.5089 18.8484  0.4183
H 8.0278 14.7260 19.3161  0.4005
H 13.5122 20.8217 17.2714  0.4075
H 12.7912 18.3715 6.6830  0.3007
H 14.0528 20.0784 10.3860  0.2805
H 14.7333 17.0782 12.2645  0.0791
H 14.9763 18.7157 12.0183  -0.0212
H 11.2013 20.5225 18.5355  0.2962
H 9.4196 16.8373 9.0968  0.4577